{
  "formula": "C37H33NO3",
  "method": "ωB97M-V/def2-TZVPD",
  "homo_ha": -0.203,
  "de_lowest_kj_mol": 73.1,
  "max_force_ev_per_a": 1.8,
  "e_tot_ha": -1710.068299,
  "orbital_gap_ha": 0.1196,
  "species": ["C", "C", "O", "C", "C", "N", "C", "C", "C", "C", "C", "C", "C", "C", "C", "C", "C", "C", "C", "O", "H", "H", "H", "H", "H", "H", "H", "H", "H", "H", "H", "H", "H", "H", "H", "H", "C", "C", "C", "C", "C", "C", "C", "C", "C", "C", "O", "C", "C", "C", "C", "C", "C", "C", "C", "C", "C", "H", "H", "H", "H", "H", "H", "H", "H", "H", "H", "H", "H", "H", "H", "H", "H", "H"],
  "xyz": [[0.17985, 1.87052, -4.44438], [-0.16819, 0.46286, -4.04066], [0.96431, 0.02225, -3.25774], [1.01158, -1.28219, -2.88854], [2.04948, -1.37594, -1.82864], [2.16918, -2.31052, -0.94230], [3.08369, -2.31829, 0.04989], [3.45599, -3.63460, 0.54552], [3.92710, -3.83791, 1.86460], [4.22285, -5.12207, 2.31250], [4.08361, -6.21914, 1.45380], [3.63887, -6.02865, 0.13687], [3.31959, -4.74835, -0.31163], [3.65682, -1.06478, 0.57795], [4.92348, -1.00224, 1.22814], [5.41905, 0.20246, 1.72695], [4.69225, 1.39273, 1.58434], [3.47699, 1.37031, 0.89043], [3.00019, 0.17009, 0.36686], [0.34783, -2.18331, -3.37704], [-0.72202, 2.39400, -4.75770], [0.66402, 2.43486, -3.63890], [0.87402, 1.84356, -5.29272], [-1.06748, 0.41884, -3.40965], [-0.27210, -0.19945, -4.90749], [2.82869, -0.60764, -1.96160], [4.05249, -2.97905, 2.52070], [4.56432, -5.26626, 3.33726], [4.31993, -7.22575, 1.80728], [3.53240, -6.87777, -0.54137], [2.98663, -4.59725, -1.34219], [5.52253, -1.91086, 1.32125], [6.37634, 0.21966, 2.24951], [5.07083, 2.33347, 1.99651], [2.89154, 2.28287, 0.74147], [2.10301, 0.21954, -0.25066], [-4.23488, -4.30772, -2.13336], [-3.33456, -3.24804, -1.58652], [-1.95370, -3.46199, -1.51822], [-1.09838, -2.46489, -1.10414], [-1.58088, -1.18538, -0.68807], [-0.67668, -0.14293, -0.35407], [-1.08500, 1.18226, -0.00945], [-2.21154, 1.82736, -0.60765], [-2.60874, 3.10201, -0.24496], [-1.82171, 3.84379, 0.64349], [-2.12881, 5.17618, 0.90407], [-2.92343, 5.48323, 2.01422], [-2.30575, 6.07933, 3.11790], [-3.05361, 6.28965, 4.27664], [-4.42024, 5.99004, 4.29353], [-5.04088, 5.46758, 3.15288], [-4.29335, 5.20500, 2.00051], [-0.70307, 3.25853, 1.25233], [-0.34959, 1.95782, 0.93959], [-3.00103, -1.06631, -0.58821], [-3.84491, -2.04123, -1.08932], [-5.20847, -3.88159, -2.40003], [-3.79073, -4.77329, -3.02274], [-4.40700, -5.11102, -1.40291], [-1.55294, -4.42743, -1.82239], [-0.02824, -2.64163, -1.07379], [0.35818, -0.41887, -0.16344], [-2.76307, 1.31795, -1.39928], [-3.50028, 3.56729, -0.66200], [-1.24953, 6.34371, 3.04113], [-2.55519, 6.69406, 5.15725], [-5.00330, 6.18140, 5.19345], [-6.11008, 5.25567, 3.15183], [-4.74937, 4.80602, 1.09026], [-0.11587, 3.85605, 1.94819], [0.52768, 1.50708, 1.40611], [-3.43736, -0.17969, -0.12995], [-4.92335, -1.88602, -1.10153]]
}